Computed, not measured: C3H7OP in the gas phase, with wB97M-V/def2-TZVPD.

Last column: Mulliken charge in e.
Cartesian coordinates (Å):
1 C -0.00279 0.58089 -2.05518  -0.64
2 C 0.84163 0.41693 -1.07634  -0.16
3 C 0.43189 0.02741 0.31765  -0.47
4 P -1.13208 -0.66870 0.88567  0.07
5 O -0.54490 -0.91060 2.40496  -0.47
6 H 0.28092 0.80160 -3.14622  0.23
7 H -1.03769 0.24676 -1.91507  0.19
8 H 1.85339 0.74800 -1.13027  0.31
9 H 0.94763 -0.92133 0.38072  0.28
10 H 0.94288 0.64458 1.11165  0.36
11 H -1.60592 0.58633 1.28576  -0.01
12 H -0.97496 -1.55188 2.93665  0.31

The highest occupied orbital energy comes out at -9.344 eV. As for the SMILES: C=CCPO. Its net charge is 0. As for the total energy: -535.04497 Eh. As for the LUMO energy: 0.03183 Eh. For the energy relative to the best compared isomer or geometry (same formula, charge and spin), the calculation gives 20.9 kcal per mole.